# 1
An isolated ion of composition C8H17N2O2 and charge +1, computed with wB97M-V/def2-TZVPD.

Bonds (Å) are listed after each position.
Positions of all 29 atoms, in Å:
1 O -1.437 -1.797 0.395  C5 1.486, H19 1.033
2 O -1.789 1.622 -0.802  C8 1.416, H26 1.034
3 N -3.787 -0.822 0.812  C9 1.314, H14 1.050, H23 0.977
4 N -4.153 1.360 0.026  C9 1.326, H18 0.950, H29 0.985
5 C -0.898 -0.414 0.326  O1 1.486, C8 1.530, C10 1.559, H27 1.112
6 C 1.423 0.415 0.326  C7 1.522, C10 1.315, H13 1.057
7 C 2.882 0.618 -0.058  C6 1.522, C11 1.575, H21 1.126, H28 1.197
8 C -2.028 0.274 -0.442  O2 1.416, C5 1.530, C9 1.521, H16 1.153
9 C -3.414 0.270 0.184  N3 1.314, N4 1.326, C8 1.521
10 C 0.538 -0.349 -0.275  C5 1.559, C6 1.315, C12 1.528
11 C 3.836 0.555 1.194  C7 1.575, H15 1.053, H20 1.049, H25 1.084
12 C 0.799 -1.112 -1.573  C10 1.528, H17 1.100, H22 0.990, H24 1.111
13 H 0.965 0.980 1.093  C6 1.057
14 H -3.054 -1.561 0.670  N3 1.050
15 H 3.817 -0.416 1.603  C11 1.053
16 H -2.245 -0.256 -1.444  C8 1.153
17 H -0.178 -1.223 -2.066  C12 1.100
18 H -3.873 2.189 -0.347  N4 0.950
19 H -0.788 -2.534 0.074  O1 1.033
20 H 4.835 0.786 0.974  C11 1.049
21 H 3.192 1.593 -0.530  C7 1.126
22 H 1.109 -2.048 -1.484  C12 0.990
23 H -4.732 -0.917 1.041  N3 0.977
24 H 1.584 -0.697 -2.241  C12 1.111
25 H 3.358 1.279 1.843  C11 1.084
26 H -0.845 1.937 -0.520  O2 1.034
27 H -0.769 -0.150 1.399  C5 1.112
28 H 3.187 -0.309 -0.752  C7 1.197
29 H -5.105 1.328 0.276  N4 0.985

As for the net charge: +1. The energy above the lowest of the compared OMol25 structures with the same formula, charge and spin comes out at 0.000 eV. For the LUMO energy (spin up / spin down), the calculation gives -2.8930 / -5.8346 eV. As for the multiplicity: 3.

Mulliken atomic charge list, values in e, 4 entries:
1 O -0.66
2 O -0.61
3 N -0.31
4 N -0.28



# 2
A 2-piece molecular cluster, C8H17N3O3Si overall, computed with wB97M-V/def2-TZVPD.

Bonds (Å) are listed after each position.
Positions of all 32 atoms, in Å:
1 Si -0.332 1.030 1.463  O2 1.660, O3 1.612, O4 1.614
2 O 1.246 1.497 1.674  Si1 1.660, C15 1.457
3 O -1.236 2.250 2.005  Si1 1.612, C12 1.386
4 O -0.668 -0.403 2.127  Si1 1.614, C9 1.394
5 N -0.689 -1.297 -1.995  N7 1.385, C10 1.339, C11 1.323
6 N -2.418 -2.626 -1.819  C10 1.309, C14 1.364
7 N -0.285 -2.373 -1.224  N5 1.385, C14 1.284
8 C 2.223 -0.704 -3.167  C13 1.561, H21 1.127, H23 1.008, H25 1.090
9 C 0.268 -1.434 2.196  O4 1.394, H17 1.170, H24 1.165, H31 1.134
10 C -1.952 -1.534 -2.372  N5 1.339, N6 1.309, H32 1.062
11 C 0.081 -0.236 -2.168  N5 1.323, C13 1.466, H26 1.037
12 C -2.564 2.153 2.388  O3 1.386, H20 1.022, H29 1.081, H30 1.123
13 C 1.515 -0.202 -1.869  C8 1.561, C11 1.466, H18 1.090, H19 1.116
14 C -1.344 -3.092 -1.119  N6 1.364, N7 1.284, H27 1.125
15 C 1.668 2.837 2.065  O2 1.457, H16 1.141, H22 1.059, H28 1.061
16 H 1.247 3.227 3.051  C15 1.141
17 H 1.327 -1.058 1.868  C9 1.170
18 H 1.522 -0.866 -1.005  C13 1.090
19 H 1.919 0.758 -1.470  C13 1.116
20 H -2.853 1.174 2.333  C12 1.022
21 H 3.305 -0.665 -2.855  C8 1.127
22 H 1.331 3.528 1.336  C15 1.059
23 H 2.053 0.000 -3.869  C8 1.008
24 H 0.256 -1.951 3.239  C9 1.165
25 H 1.587 -1.563 -3.387  C8 1.090
26 H -0.228 0.520 -2.808  C11 1.037
27 H -1.258 -4.086 -0.600  C14 1.125
28 H 2.726 2.868 2.147  C15 1.061
29 H -2.657 2.558 3.387  C12 1.081
30 H -3.246 2.826 1.802  C12 1.123
31 H -0.012 -2.321 1.548  C9 1.134
32 H -2.531 -0.816 -2.898  C10 1.062

As for the net charge: 0. The energy above the lowest of the compared OMol25 structures with the same formula, charge and spin comes out at 3.751 eV. For the LUMO energy (spin up / spin down), the calculation gives 0.0919 / -0.1395 eV. As for the multiplicity: 1.

Mulliken atomic charge list, values in e, 4 entries:
1 Si 0.05
2 O -0.12
3 O -0.23
4 O -0.22



# 3
A 2-piece molecular cluster, C8H17NO overall, computed with wB97M-V/def2-TZVPD.

Bonds (Å) are listed after each position.
Positions of all 27 atoms, in Å:
1 O -0.981 1.601 -0.935  C8 1.222
2 N 2.968 -0.373 -0.565  C7 1.370, H17 1.008, H25 1.000
3 C -2.689 0.748 1.150  C9 1.524, H13 1.088, H20 1.086, H23 1.088
4 C 1.133 0.079 1.145  C5 1.524, C7 1.659, H15 1.086, H27 1.094
5 C 0.785 -1.394 1.330  C4 1.524, H12 1.086, H16 1.100, H26 1.093
6 C 1.810 1.714 -0.728  C7 1.319, H19 1.089, H21 1.078
7 C 1.988 0.515 -0.208  N2 1.370, C4 1.659, C6 1.319
8 C -1.147 0.395 -0.832  O1 1.222, C9 1.521, C10 1.513
9 C -2.307 -0.157 -0.016  C3 1.524, C8 1.521, H14 1.091, H24 1.094
10 C -0.552 -0.583 -1.820  C8 1.513, H11 1.088, H18 1.093, H22 1.084
11 H 0.176 -0.080 -2.455  C10 1.088
12 H -0.198 -1.645 0.943  C5 1.086
13 H -3.602 0.395 1.625  C3 1.088
14 H -2.103 -1.177 0.312  C9 1.091
15 H 0.323 0.746 1.425  C4 1.086
16 H 0.786 -1.650 2.400  C5 1.100
17 H 3.197 -0.386 -1.547  N2 1.008
18 H -1.343 -0.997 -2.450  C10 1.093
19 H 0.948 2.313 -0.441  C6 1.089
20 H -2.842 1.763 0.794  C3 1.086
21 H 2.372 2.053 -1.583  C6 1.078
22 H -0.081 -1.411 -1.302  C10 1.084
23 H -1.901 0.762 1.900  C3 1.088
24 H -3.152 -0.222 -0.708  C9 1.094
25 H 3.007 -1.286 -0.160  N2 1.000
26 H 1.505 -2.058 0.845  C5 1.093
27 H 1.902 0.336 1.879  C4 1.094

As for the net charge: 0. The energy above the lowest of the compared OMol25 structures with the same formula, charge and spin comes out at 2.231 eV. For the LUMO energy, the calculation gives 0.8153 eV. As for the multiplicity: 1.

Mulliken atomic charge list, values in e, 4 entries:
1 O -0.58
2 N -0.48
3 C -1.22
4 C -0.61



# 4
A 4-piece molecular cluster, C8H17NO5 overall, computed with wB97M-V/def2-TZVPD.

Bonds (Å) are listed after each position.
Positions of all 31 atoms, in Å:
1 O 6.275 -0.437 -1.359  H25 0.941
2 O 3.787 -0.684 -0.638  C9 1.388, H18 0.933
3 O 6.732 0.788 0.884  C13 1.281, H15 0.998
4 O 1.619 -2.579 -1.425  C12 1.145
5 O 0.448 -0.761 -0.735  C12 1.126
6 N -5.616 -0.648 -0.243  C7 1.460, C8 1.416, C14 1.456
7 C -6.777 -0.149 -0.974  N6 1.460, H17 1.045, H28 1.036, H30 1.074
8 C -4.610 0.339 -0.108  N6 1.416, H16 1.125, H20 1.117, H22 1.051
9 C 4.272 0.332 0.173  O2 1.388, C10 1.572, C11 1.560, C13 1.491
10 C 4.762 1.646 -0.537  C9 1.572, C13 1.501, H24 1.127, H26 1.059
11 C 3.508 0.260 1.531  C9 1.560, H19 1.050, H27 1.101, H31 1.117
12 C 1.048 -1.651 -1.076  O4 1.145, O5 1.126
13 C 5.719 0.686 0.105  O3 1.281, C9 1.491, C10 1.501
14 C -6.069 -0.961 1.104  N6 1.456, H21 1.066, H23 1.088, H29 1.103
15 H 7.060 1.731 0.905  O3 0.998
16 H -4.740 0.935 0.838  C8 1.125
17 H -6.588 -0.120 -2.002  C7 1.045
18 H 4.495 -0.968 -1.174  O2 0.933
19 H 3.836 1.037 2.156  C11 1.050
20 H -4.652 1.089 -0.934  C8 1.117
21 H -6.305 -0.096 1.682  C14 1.066
22 H -3.700 -0.174 0.009  C8 1.051
23 H -5.316 -1.541 1.633  C14 1.088
24 H 4.565 1.802 -1.636  C10 1.127
25 H 7.152 -0.564 -1.041  O1 0.941
26 H 4.744 2.509 0.077  C10 1.059
27 H 2.459 0.283 1.197  C11 1.101
28 H -7.566 -0.814 -0.876  C7 1.036
29 H -7.127 -1.271 1.058  C14 1.103
30 H -7.146 0.746 -0.510  C7 1.074
31 H 3.731 -0.765 1.915  C11 1.117

As for the net charge: 0. The energy above the lowest of the compared OMol25 structures with the same formula, charge and spin comes out at 3.811 eV. For the LUMO energy, the calculation gives 0.2152 eV. As for the multiplicity: 1.

Mulliken atomic charge list, values in e, 4 entries:
1 O -0.74
2 O -0.50
3 O -0.45
4 O -0.37